The following is a quantum chemistry calculation of an isolated molecule of C7H10N2O2S2 at a distorted geometry, from the OMol25 dataset.

Highest occupied orbital energy in eV: -7.878
Energy above the lowest of the compared OMol25 structures with the same formula, charge and spin in kcal/mol: 23.5
DFT total energy in Ha: -1329.042454
Orbital gap in eV: 7.869

ORCA input file:
```
! RIJCOSX wB97M-V def2-TZVPD def2/J DEFGRID3
* xyz 0 1
C -2.522 -1.711 -0.636
N -1.270 -1.049 -0.231
C -0.544 -0.345 -1.183
C 0.720 0.075 -1.082
O 1.253 0.347 -2.262
N 1.437 0.250 0.036
C 2.879 0.505 -0.063
C 0.941 0.436 1.240
S 1.712 0.095 2.709
C -0.514 0.720 1.336
S -1.011 2.035 0.230
C -1.311 -0.603 1.086
O -1.839 -1.173 2.025
H -2.716 -2.458 0.135
H -3.322 -1.013 -0.608
H -2.288 -2.142 -1.639
H -1.102 -0.271 -2.130
H 1.891 0.975 -2.158
H 3.365 0.445 0.913
H 3.438 -0.225 -0.762
H 3.108 1.522 -0.482
H -0.570 0.968 2.386
H -1.735 2.617 1.139
*
```

Results of the natural (NBO) charge analysis, in e, for atoms 1 through 5:
1. C -0.405
2. N -0.437
3. C -0.112
4. C 0.418
5. O -0.633

=====

The following is a quantum chemistry calculation of a cluster of 2 separate species, C7H10N2O3 in total at a distorted geometry, from the OMol25 dataset.

Highest occupied orbital energy (spin up / spin down) in eV: -6.327 / -9.182
Energy above the lowest of the compared OMol25 structures with the same formula, charge and spin in kcal/mol: 43.6
⟨S²⟩: 2.037
DFT total energy in Ha: -607.722906
Orbital gap (spin up / spin down) in eV: 7.119 / 8.403

ORCA input file:
```
! RIJCOSX wB97M-V def2-TZVPD def2/J DEFGRID3
* xyz 0 3
C 2.078 -1.267 0.546
C 3.278 -1.609 0.126
C 3.080 0.505 -0.376
C 1.931 0.163 0.327
C -0.882 0.575 -0.808
C -3.007 -0.186 -1.155
C -2.189 -0.112 1.113
N 0.913 0.855 0.791
N -2.022 0.206 -0.267
O -0.452 0.932 -1.858
O 3.924 -0.579 -0.443
O 1.058 2.286 0.515
H 1.490 -2.076 0.967
H 3.825 -2.575 0.254
H 3.572 1.473 -0.512
H -3.521 -1.050 -0.877
H -3.645 0.678 -0.999
H -2.672 -0.068 -2.205
H -1.285 -0.247 1.670
H -2.832 0.638 1.410
H -2.740 -1.005 1.304
H 0.097 2.460 0.475
*
```

Results of the natural (NBO) charge analysis, in e, for atoms 1 through 5:
1. C -0.321
2. C 0.121
3. C 0.127
4. C -0.006
5. C 0.613

=====

The following is a quantum chemistry calculation of a cluster of 2 separate species, C7H10N3 in total at a distorted geometry, from the OMol25 dataset.

Highest occupied orbital energy (spin up / spin down) in eV: -12.995 / -13.779
Energy above the lowest of the compared OMol25 structures with the same formula, charge and spin in kcal/mol: 120.6
DFT total energy in Ha: -436.573946
Orbital gap (spin up / spin down) in eV: 6.041 / 7.870

ORCA input file:
```
! RIJCOSX wB97M-V def2-TZVPD def2/J DEFGRID3
* xyz 1 1
C -2.585 0.470 -1.612
C 0.153 -1.037 2.596
C -1.179 -0.953 2.692
C -0.610 -0.636 0.578
C -0.426 1.701 -1.985
C 1.871 -0.912 0.701
C -1.239 0.504 -2.065
N -3.604 0.523 -1.121
N 0.521 -0.853 1.253
N -1.675 -0.576 1.411
H 0.810 -1.051 3.464
H -1.777 -0.889 3.571
H 0.383 1.574 -2.813
H 0.071 1.556 -1.070
H -1.064 2.622 -1.762
H 1.615 -1.295 -0.272
H 2.239 0.164 0.612
H 2.461 -1.491 1.345
H -0.822 -0.406 -2.355
H -2.561 -0.128 1.413
*
```

Results of the natural (NBO) charge analysis, in e, for atoms 1 through 5:
1. C 0.163
2. C -0.076
3. C -0.056
4. C 0.379
5. C -0.713

=====

The following is a quantum chemistry calculation of the ion C7H10N3 with charge +1 at a distorted geometry, from the OMol25 dataset.

Highest occupied orbital energy in eV: -13.009
Energy above the lowest of the compared OMol25 structures with the same formula, charge and spin in kcal/mol: 59.5
DFT total energy in Ha: -436.671400
Orbital gap in eV: 9.777

ORCA input file:
```
! RIJCOSX wB97M-V def2-TZVPD def2/J DEFGRID3
* xyz 1 1
C -1.199 0.156 1.189
C -0.792 -0.165 -0.188
N -1.209 0.912 -1.105
C 0.694 -0.404 -0.297
C 1.649 -1.371 -0.303
N 2.890 -0.907 0.000
C 2.941 0.414 0.135
C 1.725 1.042 -0.080
C 0.978 2.193 0.144
N 0.273 3.095 0.318
H -2.339 0.375 1.037
H -0.944 -0.721 1.855
H -0.648 1.159 1.511
H -1.231 -1.140 -0.418
H -0.820 0.861 -2.009
H -1.018 1.856 -0.735
H -2.135 1.058 -1.415
H 1.432 -2.448 -0.553
H 3.686 -1.464 0.259
H 3.935 0.801 0.392
*
```

Results of the natural (NBO) charge analysis, in e, for atoms 1 through 5:
1. C -0.620
2. C -0.114
3. N -0.682
4. C -0.048
5. C -0.034

=====

The following is a quantum chemistry calculation of the ion C7H10N3 with charge +1 at a distorted geometry, from the OMol25 dataset.

Highest occupied orbital energy in eV: -13.115
Energy above the lowest of the compared OMol25 structures with the same formula, charge and spin in kcal/mol: 43.0
DFT total energy in Ha: -436.697718
Orbital gap in eV: 9.819

ORCA input file:
```
! RIJCOSX wB97M-V def2-TZVPD def2/J DEFGRID3
* xyz 1 1
C 0.457 -1.940 0.368
C 0.823 -0.528 0.814
N 2.184 -0.158 0.038
C -0.115 0.522 0.456
C -1.083 1.143 1.277
N -2.078 1.731 0.485
C -1.904 1.507 -0.858
C -0.779 0.746 -1.063
C -0.374 0.122 -2.229
N 0.006 -0.474 -3.109
H 1.307 -2.573 0.467
H -0.253 -2.511 1.066
H 0.097 -1.959 -0.622
H 1.078 -0.399 1.889
H 2.478 0.781 0.218
H 1.754 -0.143 -0.860
H 2.814 -0.895 0.162
H -0.910 1.397 2.258
H -2.955 2.016 0.902
H -2.547 1.615 -1.661
*
```

Results of the natural (NBO) charge analysis, in e, for atoms 1 through 5:
1. C -0.649
2. C -0.053
3. N -0.681
4. C -0.140
5. C 0.021

=====

The following is a quantum chemistry calculation of the ion C7H10N3 with charge +1 at a distorted geometry, from the OMol25 dataset.

Highest occupied orbital energy in eV: -11.453
Energy above the lowest of the compared OMol25 structures with the same formula, charge and spin in kcal/mol: 54.9
DFT total energy in Ha: -436.678668
Orbital gap in eV: 7.467

ORCA input file:
```
! RIJCOSX wB97M-V def2-TZVPD def2/J DEFGRID3
* xyz 1 1
N 1.214 2.317 0.245
C 1.213 0.985 0.784
C 1.355 -0.133 -0.284
C 0.217 -0.725 -0.773
N -0.050 -1.530 -1.848
C -1.311 -2.000 -1.703
C -1.968 -1.509 -0.598
C -1.001 -0.734 0.072
C -1.070 -0.129 1.300
N -0.103 0.905 1.523
H 1.575 2.498 -0.679
H 1.637 2.858 0.993
H 2.169 0.998 1.378
H 2.307 -0.363 -0.789
H 0.722 -1.842 -2.464
H -1.750 -2.562 -2.607
H -2.956 -1.684 -0.149
H -1.838 -0.205 1.966
H -0.358 1.786 1.085
H -0.004 1.071 2.550
*
```

Results of the natural (NBO) charge analysis, in e, for atoms 1 through 5:
1. N -0.862
2. C 0.073
3. C -0.254
4. C 0.169
5. N -0.568